Formula: C57H70N11O6P3S3Se2Sr
Source: the Open Molecules 2025 dataset
Level of theory: the ωB97M-V functional and the def2-TZVPD basis

Output
- Frontier orbital gap: 6.59 eV
- Net charge: -2
- Relative energy (zero: lowest compared OMol25 entry of this formula, charge and spin): 83.7 kcal per mole
- LUMO energy: 3.7 eV
- Largest force on an atom: 5.8 eV/A

Each line ends with the Löwdin charge.
CARTESIAN COORDINATES (ANGSTROEM)
Sr  -0.8918  0.4660  -1.5737  1.290
N  -2.0112  1.8616  2.1539  0.136
C  -1.7959  2.9770  2.9029  -0.261
C  -2.8449  3.6806  3.4612  -0.037
C  -2.6197  4.8333  4.2430  -0.108
C  -1.3620  5.2981  4.4955  -0.081
C  -0.2579  4.5938  3.9445  -0.174
C  1.0847  4.9719  4.1621  -0.038
C  2.0915  4.2472  3.6055  -0.063
C  1.7704  3.1327  2.7903  -0.136
N  0.5423  2.7600  2.5586  0.142
C  -0.4639  3.4582  3.1396  -0.177
H  -2.8960  1.3894  2.2645  -0.026
H  -1.2750  1.2133  1.8904  0.058
H  -3.8568  3.3233  3.3039  0.107
H  -3.4759  5.3537  4.6577  0.094
H  -1.1918  6.1727  5.1128  0.095
H  1.2944  5.8398  4.7788  0.108
H  3.1252  4.5245  3.7558  0.092
H  2.5430  2.5642  2.2863  0.096
Se  3.5809  -3.0202  4.2042  0.197
P  3.7626  -2.5185  2.1425  0.546
C  4.3966  -3.9843  1.2834  -0.357
C  5.5664  -4.6045  1.7320  -0.128
C  6.0264  -5.7542  1.1120  -0.090
C  5.3088  -6.3188  0.0593  -0.092
C  4.1197  -5.7388  -0.3524  -0.065
C  3.6666  -4.5773  0.2671  -0.087
C  5.0416  -1.2201  2.0165  -0.339
C  4.6534  0.0583  2.4105  -0.088
C  5.5954  1.0636  2.5503  -0.081
C  6.9415  0.8039  2.3109  -0.101
C  7.3307  -0.4625  1.9128  -0.100
C  6.3827  -1.4689  1.7599  -0.097
C  2.2766  -1.8526  1.3280  -0.403
C  1.8267  -1.2879  0.1092  -0.423
N  0.6553  -0.6757  0.3942  -0.133
N  0.3831  -0.8389  1.6734  -0.051
N  1.3333  -1.5261  2.2623  -0.041
P  2.3678  -1.0128  -1.6629  0.865
Se  1.9289  1.2290  -1.6737  0.546
C  4.2489  -1.0109  -1.4923  -0.281
C  4.9851  0.1731  -1.3904  -0.116
C  6.3730  0.1646  -1.3475  -0.094
C  7.0724  -1.0316  -1.4071  -0.115
C  6.3645  -2.2207  -1.4606  -0.091
C  4.9758  -2.2056  -1.4911  -0.100
C  2.2567  -2.7125  -2.3921  -0.337
C  2.9568  -3.0581  -3.5458  -0.092
C  2.8190  -4.3213  -4.0916  -0.075
C  1.9556  -5.2475  -3.5091  -0.098
C  1.2407  -4.8995  -2.3763  -0.074
C  1.3909  -3.6298  -1.8222  -0.105
H  6.0885  -4.1993  2.5892  0.088
H  6.9379  -6.2236  1.4623  0.095
H  5.6693  -7.2206  -0.4214  0.094
H  3.5397  -6.1717  -1.1570  0.095
H  2.7317  -4.1319  -0.0370  0.076
H  3.6109  0.2430  2.6316  0.099
H  5.2839  2.0489  2.8641  0.091
H  7.6790  1.5881  2.4351  0.093
H  8.3739  -0.6729  1.7070  0.099
H  6.7003  -2.4481  1.4299  0.085
H  4.4602  1.1141  -1.3760  0.020
H  6.9061  1.1057  -1.2706  0.100
H  8.1566  -1.0362  -1.3846  0.097
H  6.8815  -3.1731  -1.4806  0.104
H  4.4670  -3.1598  -1.5434  0.079
H  3.6023  -2.3333  -4.0234  0.119
H  3.3669  -4.5771  -4.9906  0.096
H  1.8292  -6.2276  -3.9542  0.094
H  0.5485  -5.5978  -1.9217  0.110
H  0.8011  -3.3484  -0.9581  0.117
C  -6.5785  1.0048  -2.5394  -0.076
N  -5.3799  1.5158  -1.9059  -0.153
C  -5.4243  2.9206  -1.5430  -0.047
C  -4.1527  0.9187  -2.0982  -0.370
N  -3.0573  1.5747  -2.4036  0.032
C  -3.1507  2.5909  -3.3698  -0.239
C  -4.0585  2.5447  -4.4299  -0.039
C  -4.1225  3.5481  -5.3849  -0.112
C  -3.2393  4.6201  -5.2994  -0.117
C  -2.2920  4.6383  -4.2868  -0.043
C  -2.2124  3.6226  -3.3266  -0.232
N  -1.3060  3.6414  -2.2562  0.148
C  -0.0935  4.0310  -2.4547  -0.421
N  0.5886  4.6458  -1.4245  -0.131
C  -0.1856  4.9475  -0.2210  -0.057
C  1.9420  4.1680  -1.1170  -0.160
N  0.5819  3.9083  -3.6483  -0.146
C  0.3175  2.7874  -4.5402  -0.060
C  1.6483  4.7923  -4.0644  -0.072
N  -4.0983  -0.4279  -1.8809  -0.088
C  -5.1226  -1.1743  -1.1407  -0.087
C  -2.8237  -1.1198  -2.0900  -0.119
H  -6.8857  1.6850  -3.3432  0.083
H  -7.4032  0.9152  -1.8270  0.088
H  -6.3959  0.0277  -2.9749  0.078
H  -5.5297  3.5714  -2.4170  0.084
H  -4.5121  3.1932  -1.0169  0.099
H  -6.2762  3.0824  -0.8778  0.086
H  -4.7132  1.6841  -4.5142  0.109
H  -4.8427  3.4829  -6.1907  0.087
H  -3.2714  5.4241  -6.0249  0.086
H  -1.5861  5.4586  -4.2224  0.110
H  -1.0239  5.5977  -0.4614  0.084
H  0.4793  5.4576  0.4775  0.084
H  -0.5809  4.0497  0.2548  0.074
H  2.3225  3.5414  -1.9162  -0.033
H  1.9248  3.5585  -0.2156  0.037
H  2.6262  5.0068  -0.9592  0.089
H  -0.2677  2.0171  -4.0417  0.030
H  1.2678  2.3305  -4.8244  0.093
H  -0.2153  3.1111  -5.4396  0.093
H  1.7008  5.6630  -3.4172  0.082
H  1.4497  5.1331  -5.0863  0.083
H  2.6219  4.2915  -4.0671  0.085
H  -5.7773  -1.7055  -1.8385  0.084
H  -5.7041  -0.5044  -0.5156  0.073
H  -4.6431  -1.9090  -0.4975  -0.024
H  -2.9867  -2.1486  -2.3997  0.120
H  -2.2360  -1.1628  -1.1508  0.052
H  -2.2677  -0.6015  -2.8830  0.026
O  1.5309  -0.6925  -3.9315  -0.445
S  0.0970  -0.9467  -3.7251  0.249
O  -0.4467  -1.9305  -4.6289  -0.292
O  -0.0305  -1.4087  -2.2760  -0.648
O  -0.6414  0.3535  -3.7995  -0.569
C  -6.6659  -3.8943  2.7029  -0.091
C  -5.8808  -3.2967  3.8551  -0.484
C  -6.3964  -1.9263  4.2589  -0.089
O  -4.4717  -3.2938  3.6471  -0.337
P  -3.5733  -2.7922  2.3993  -0.194
S  -3.7359  -3.9934  0.8471  0.184
S  -3.9011  -0.8510  2.1293  0.272
O  -2.1538  -3.0939  3.0437  -0.336
C  -1.5473  -2.7550  4.3231  -0.432
C  -1.9484  -3.7949  5.3537  -0.061
C  -1.8156  -1.3407  4.7978  -0.078
H  -7.6941  -4.0630  3.0376  0.072
H  -6.2287  -4.8366  2.3721  0.057
H  -6.6781  -3.2223  1.8410  0.068
H  -5.9899  -3.9576  4.7172  0.131
H  -6.3361  -1.2243  3.4255  0.027
H  -5.8042  -1.5162  5.0792  0.075
H  -7.4376  -2.0200  4.5824  0.071
H  -0.4871  -2.8472  4.1142  0.122
H  -3.0005  -3.6873  5.6300  0.067
H  -1.3259  -3.6750  6.2446  0.075
H  -1.8002  -4.8004  4.9547  0.082
H  -2.8820  -1.1686  4.9619  0.055
H  -1.4569  -0.6173  4.0707  0.052
H  -1.2802  -1.1899  5.7403  0.080